Computed, not measured: a structure of composition C35H38GaN7, with ωB97M-V/def2-TZVPD.

The geometry in XYZ format:
```
81
Properties=species:S:1:pos:R:3:forces:R:3
Ga -0.80145 -0.29358 0.14978 -0.9 1.0 -0.3
C -8.04565 0.69032 -1.17252 0.1 -0.1 -0.1
C -6.58195 0.83862 -0.87872 -0.1 0.1 0.1
C -6.08865 1.98632 -0.26362 -0.1 -0.3 -0.1
C -4.75315 2.12202 0.01778 0.1 0.0 0.0
C -3.81445 1.10172 -0.24532 -0.2 -0.1 -0.2
N -2.51095 1.21322 0.08958 0.8 -0.6 -0.2
C -2.10935 2.13632 1.01848 0.2 0.2 0.2
C -2.77075 2.32692 2.24438 0.1 0.0 0.0
C -2.27795 3.16642 3.21518 0.1 0.0 0.0
C -1.07865 3.85282 3.03478 0.0 0.1 -0.1
C -0.49935 4.71472 4.11658 0.1 0.0 0.0
C -0.41395 3.69042 1.83128 -0.1 0.0 0.1
C -0.91065 2.86112 0.83398 -0.6 -0.1 0.7
N -0.23745 2.84452 -0.40502 0.2 0.3 -0.3
C 0.23665 3.92142 -1.05892 0.2 0.1 -0.4
C 0.80425 3.47172 -2.23172 0.0 0.2 0.2
C 0.62605 2.08732 -2.19872 -0.1 0.1 0.3
N -0.00015 1.73062 -1.08742 0.0 -0.9 -0.1
C -4.31375 -0.02558 -0.94372 -0.4 0.8 0.2
C -5.66675 -0.13308 -1.24622 0.1 0.1 0.0
N -3.47145 -1.08508 -1.35132 -0.1 -0.7 0.1
C -3.82855 -2.38408 -1.39072 0.2 -0.4 0.0
C -2.79875 -3.07938 -1.98802 -0.2 -0.1 0.1
C -1.84295 -2.10618 -2.27562 -0.2 0.1 0.1
N -2.26195 -0.90768 -1.88262 0.7 0.5 -0.3
H -8.61955 1.42622 -0.61302 -0.1 0.0 0.0
H -8.40175 -0.30408 -0.90392 -0.1 0.0 0.0
H -8.23865 0.84232 -2.23532 -0.1 0.0 0.0
H -6.76905 2.78432 -0.00482 -0.1 0.1 0.0
H -4.40115 3.03722 0.46918 0.0 0.0 0.0
H -3.68635 1.78022 2.42018 0.0 0.0 0.0
H -2.82135 3.28082 4.14278 0.0 0.0 0.1
H -1.20735 4.83192 4.93268 0.0 0.0 0.1
H -0.24315 5.70382 3.73888 0.0 0.1 0.0
H 0.41145 4.26012 4.50928 0.0 0.1 0.1
H 0.51075 4.22332 1.65058 0.1 0.0 0.0
H 0.13715 4.91132 -0.66152 -0.1 0.1 0.1
H 1.28095 4.06032 -2.98862 0.1 0.1 -0.1
H 0.92595 1.35022 -2.91722 0.0 -0.2 -0.1
H -6.00915 -0.99128 -1.81072 0.0 -0.1 0.0
H -4.76245 -2.72678 -0.99392 -0.2 0.0 0.1
H -2.74645 -4.13208 -2.17712 0.0 -0.2 0.0
H -0.88415 -2.21908 -2.74822 0.2 0.0 0.0
C -0.52605 -5.96188 -0.38802 0.0 0.1 -0.1
C 0.21985 -4.73738 -0.00052 0.1 0.0 0.0
C 1.53225 -4.37058 -0.20782 -0.3 -0.1 0.0
C 1.66365 -3.09108 0.36348 -0.4 -0.3 0.0
N 0.50085 -2.69678 0.86408 0.4 0.1 0.5
N -0.35725 -3.70128 0.64568 0.2 -0.2 -0.1
C 2.89925 -2.26308 0.45858 -0.2 0.2 0.1
H 0.13885 -6.82108 -0.40882 0.0 0.0 0.0
H -0.95025 -5.83238 -1.38402 -0.1 -0.1 0.0
H -1.33085 -6.16368 0.31558 -0.1 -0.1 0.0
H 2.28375 -4.94298 -0.71382 0.2 -0.2 -0.1
H -1.32095 -3.60488 0.93348 0.2 0.0 -0.1
H 3.61965 -2.61478 -0.28302 0.0 0.0 0.1
H 3.34315 -2.40468 1.44758 0.1 -0.1 0.0
H 2.18875 -0.64918 -0.75392 0.0 0.1 0.0
C 3.53835 1.50272 -0.18552 0.1 -0.2 0.1
C 3.82015 0.13692 0.45448 -0.2 0.2 0.1
C 4.01905 0.39172 1.95218 0.0 -0.1 -0.2
C 2.59705 -0.77998 0.25208 0.1 -0.2 0.1
C 5.01865 -0.53268 -0.18992 0.1 0.2 0.0
C 6.02715 -1.12178 0.56108 0.0 0.0 0.0
C 7.06525 -1.80228 -0.04982 0.1 0.0 -0.1
C 7.12065 -1.90258 -1.42802 0.1 -0.1 0.1
C 6.12425 -1.32048 -2.19022 0.0 0.0 -0.2
C 5.08435 -0.64708 -1.57672 0.0 0.0 0.0
H 2.67125 1.95372 0.29528 -0.1 0.1 0.0
H 3.33055 1.42772 -1.24892 0.0 0.0 -0.1
H 4.39115 2.16432 -0.04942 0.1 0.1 0.0
H 3.18325 0.98202 2.32268 -0.1 0.0 0.0
H 4.93575 0.95312 2.12598 0.1 0.0 0.1
H 4.04545 -0.53168 2.52548 0.1 -0.1 0.1
H 1.81675 -0.49378 0.96308 0.0 0.1 -0.1
H 6.01295 -1.07308 1.63748 -0.1 0.1 0.1
H 7.83615 -2.25338 0.55598 0.1 -0.1 0.1
H 7.92825 -2.44218 -1.90032 0.1 0.0 -0.1
H 6.16145 -1.39418 -3.26842 0.0 0.0 -0.1
H 4.30375 -0.22228 -2.18782 -0.1 0.1 -0.1
```
Positions in Å, forces in eV/Å.

Results
total charge = 0

***

Computed, not measured: a structure of composition C35H38LaN2O3P2, with ωB97M-V/def2-TZVPD.

The geometry in XYZ format:
```
81
Properties=species:S:1:pos:R:3:forces:R:3
C -2.48657 1.96800 -3.95753 0.1 0.3 0.2
C -2.14193 0.78344 -3.31001 0.6 0.0 0.1
C -0.76070 0.46165 -3.21799 -0.1 0.3 0.3
C 0.22748 1.38802 -3.58121 -0.5 0.4 -0.2
C -0.14767 2.58303 -4.19352 0.0 -0.2 0.0
C -1.49866 2.85807 -4.40892 -0.2 -0.1 0.0
C 1.61902 1.06029 -3.11742 0.0 0.1 0.6
C 1.91451 -0.40488 -3.29102 0.5 -0.5 0.0
C 0.87307 -1.28391 -2.94871 0.0 0.1 0.4
C 1.10500 -2.68250 -2.78735 0.0 0.7 0.2
C 2.36814 -3.16376 -3.12202 0.4 0.1 0.1
C 3.38700 -2.29716 -3.55056 -0.1 -0.2 0.0
C 3.16673 -0.92070 -3.61928 -0.2 0.0 0.0
H -3.54526 2.21581 -4.07970 0.4 0.0 0.0
H 0.63393 3.29017 -4.48235 -0.3 -0.1 0.1
H -1.79514 3.78763 -4.89807 0.1 -0.3 0.1
H 2.36894 1.69611 -3.59225 0.0 -0.1 0.1
H 2.57082 -4.23440 -3.02625 0.0 0.3 -0.1
H 4.36812 -2.70021 -3.80471 -0.3 0.1 0.1
H 3.96114 -0.22502 -3.90401 -0.2 -0.3 0.1
N -0.37950 -0.74866 -2.65126 -0.8 -0.9 0.9
La -0.19441 -0.49242 -0.22755 1.3 1.1 -1.1
C -3.16160 -0.13059 -2.66997 0.2 -0.2 -0.3
H -3.00462 -1.16138 -3.01716 -0.1 0.1 0.0
H -4.17921 0.18175 -2.94162 0.2 -0.1 0.1
C -0.00382 -3.58809 -2.28314 -0.1 0.0 -0.4
H -0.90323 -3.43328 -2.89639 0.1 0.0 0.1
H 0.29589 -4.64159 -2.37429 -0.1 0.2 0.0
P -3.07631 -0.24490 -0.80940 -1.2 0.8 -1.3
P -0.58321 -3.33818 -0.53204 0.6 -1.5 -0.9
C 0.67288 -4.26875 0.41559 0.0 -0.1 0.3
H 0.45957 -4.17235 1.49063 0.1 -0.1 -0.3
H 0.65169 -5.33218 0.13739 0.1 0.3 0.1
H 1.67764 -3.86185 0.22570 -0.3 -0.1 0.0
C -2.04324 -4.42069 -0.47668 -0.4 -0.1 0.2
H -1.75354 -5.47844 -0.53776 0.0 0.3 0.0
H -2.57501 -4.25979 0.46961 0.0 -0.1 -0.2
H -2.73800 -4.19218 -1.29724 0.3 0.0 0.2
C -3.64922 1.42925 -0.34290 0.0 0.1 0.3
H -4.63362 1.64364 -0.78433 0.3 -0.1 0.1
H -3.72108 1.51317 0.75039 0.0 0.1 -0.2
H -2.92789 2.17926 -0.69759 -0.2 -0.2 0.1
C -4.54059 -1.27373 -0.48349 -0.1 -0.3 0.4
H -4.59911 -1.48597 0.59001 -0.1 0.0 -0.2
H -5.45990 -0.75637 -0.78848 0.3 -0.1 0.0
H -4.47537 -2.23028 -1.01860 0.0 0.2 0.1
C -1.77673 -1.52436 1.54100 -2.7 -1.5 4.4
O -2.42257 -1.90944 2.42436 2.2 1.2 -3.3
H 1.64665 1.26759 -1.99803 0.2 0.0 -1.0
C 5.00802 1.19868 3.33509 0.2 0.0 0.1
C 3.71964 0.44771 3.51872 -0.1 -0.2 0.0
C 3.75175 -0.94094 3.61499 0.0 -0.2 -0.1
C 2.57470 -1.68495 3.70630 0.1 0.1 0.0
C 1.35294 -1.02760 3.65869 0.2 0.2 -0.4
C 1.31277 0.37294 3.55316 0.8 -0.1 0.2
N 0.03639 0.93755 3.51465 -1.0 0.0 0.2
C -0.52513 2.07627 2.91547 -0.4 -0.4 -0.4
C -1.73282 2.50856 3.50073 0.0 0.1 -0.3
C -2.53168 3.45274 2.86616 0.2 0.1 -0.1
C -2.09907 4.05035 1.67255 -0.1 0.0 0.0
C -0.86422 3.69325 1.13074 -0.4 0.2 0.3
C -0.09008 2.69081 1.71581 0.2 -0.4 0.0
C 1.15304 2.29671 0.93817 1.3 0.6 0.1
O 2.01194 3.12865 0.65991 -1.3 -1.3 0.0
O 1.21255 1.01188 0.59858 0.1 1.1 0.2
C 2.49741 1.13153 3.58813 -0.4 -0.6 -0.2
C 2.49385 2.61583 3.71892 0.1 0.6 0.0
H 5.02119 1.74211 2.37935 -0.1 -0.1 0.2
H 5.18575 1.93014 4.13363 0.0 -0.1 -0.2
H 5.83892 0.48556 3.33164 -0.1 0.2 0.0
H 4.72621 -1.43036 3.61822 -0.3 0.0 0.0
H 2.60395 -2.76871 3.80760 0.1 0.2 0.0
H 0.40618 -1.57062 3.68999 0.2 0.0 0.1
H -0.64888 0.41334 4.05699 0.4 0.4 -0.1
H -2.02907 2.06940 4.46031 0.0 0.2 -0.4
H -3.48592 3.72838 3.31803 0.3 0.0 -0.2
H -2.71827 4.79522 1.16771 0.2 -0.2 0.2
H -0.47724 4.17734 0.23244 -0.2 -0.1 0.2
H 2.77437 3.10299 2.77307 0.0 0.0 0.4
H 1.50866 2.99163 4.01402 0.3 0.0 0.0
H 3.22166 2.92479 4.48637 -0.3 -0.1 -0.2
```
Positions in Å, forces in eV/Å.

Results
total charge = +1

***

Computed, not measured: a structure of composition C35H38N4O3PPtS, with ωB97M-V/def2-TZVPD.

The geometry in XYZ format:
```
83
Properties=species:S:1:pos:R:3:forces:R:3
Pt -0.89414 0.73942 -0.79323 -0.8 0.0 0.1
C 1.01421 0.00902 7.24630 0.0 0.0 0.0
C 0.77525 0.54976 5.86439 0.0 0.0 0.0
C -0.09696 1.61297 5.64768 0.0 0.0 0.0
C -0.29645 2.12379 4.37523 0.0 0.0 0.0
C 0.36536 1.54946 3.30016 0.0 0.0 0.0
C 1.24340 0.49152 3.49155 0.0 0.0 0.0
C 1.44504 0.00397 4.77030 0.0 0.0 0.0
S 0.17215 2.24407 1.69200 0.1 0.0 0.0
O -0.04919 3.65168 1.85869 0.0 0.0 0.0
O 1.27255 1.75965 0.89457 0.0 0.0 0.0
N -1.18015 1.58384 1.01305 -0.1 -0.1 0.3
C -2.30195 2.40137 0.80648 0.0 0.0 0.0
C -3.02070 3.07715 1.78482 0.0 0.0 0.0
C -4.11559 3.81939 1.38824 0.0 0.0 0.1
C -4.48391 3.84775 0.04880 0.0 0.0 0.0
C -3.73283 3.12009 -0.85021 0.0 -0.1 -0.2
N -2.65909 2.41614 -0.48460 0.5 0.1 0.0
H 0.40935 0.52803 7.98758 0.0 0.0 0.0
H 2.06264 0.11713 7.52840 0.0 0.0 0.0
H 0.77412 -1.05427 7.29410 0.0 0.0 0.0
H -0.60475 2.06680 6.48983 0.0 0.0 0.0
H -0.92642 2.98995 4.22538 0.0 0.0 0.0
H 1.77991 0.08272 2.64609 0.0 0.0 0.0
H 2.14301 -0.80961 4.92702 0.0 0.0 0.0
H -2.72133 3.02050 2.81987 0.0 0.0 0.0
H -4.68917 4.36850 2.12350 0.0 0.0 0.0
H -5.33520 4.41919 -0.29086 0.0 0.0 0.0
H -3.98707 3.09937 -1.90301 0.0 0.0 0.0
C 0.74886 -2.22419 -0.77838 0.0 0.0 0.1
P -0.71039 -1.36999 -0.12377 0.4 0.0 -0.1
C -2.09439 -2.35860 -0.76533 0.0 0.0 0.0
C -2.92591 -3.08308 0.08442 -0.1 0.0 0.0
C -3.94122 -3.87129 -0.44097 0.0 0.0 0.0
C -4.12749 -3.95214 -1.81139 0.0 0.0 0.0
C -3.29038 -3.24561 -2.66564 0.0 0.0 0.0
C -2.28262 -2.45258 -2.14514 0.0 0.0 0.0
C -0.74046 -1.65736 1.65615 0.0 0.0 0.0
C 0.14425 -2.55383 2.25297 0.0 0.1 0.0
C 0.00561 -2.87868 3.59512 0.0 0.0 0.0
C -1.01935 -2.32039 4.34292 0.0 0.0 0.0
C -1.90544 -1.42834 3.75399 0.0 0.0 0.0
C -1.76820 -1.09596 2.41742 0.1 0.0 0.0
H 0.72047 -3.28058 -0.51467 0.0 0.0 0.0
H 1.66182 -1.76372 -0.39962 0.0 0.0 0.0
H 0.73253 -2.15136 -1.86571 0.0 0.0 0.0
H -2.79213 -3.03809 1.15702 0.0 0.0 -0.1
H -4.58512 -4.42591 0.22854 0.0 0.0 0.0
H -4.91823 -4.56985 -2.21593 0.0 0.0 0.0
H -3.42099 -3.31653 -3.73758 0.0 0.0 0.0
H -1.62882 -1.91994 -2.82160 0.0 0.0 0.0
H 0.94756 -3.00404 1.68642 0.0 0.0 0.0
H 0.69730 -3.57381 4.05210 0.0 0.0 0.0
H -1.12989 -2.57980 5.38776 0.0 0.0 0.0
H -2.70366 -0.98967 4.33829 0.0 0.0 0.0
H -2.46681 -0.41169 1.95974 0.0 0.1 0.0
C 5.49507 -0.87403 -3.80419 0.0 0.0 0.0
C 5.03803 0.41004 -4.47892 0.0 0.0 0.0
N 3.65297 0.76128 -4.14178 0.0 0.0 0.0
C 3.44786 1.92195 -3.27556 0.0 0.0 0.0
C 3.88371 1.68995 -1.83562 0.0 0.0 0.0
C 2.68425 0.08474 -4.79525 0.0 0.0 0.0
O 2.90339 -0.74726 -5.66063 0.0 0.0 0.0
C 1.24236 0.32627 -4.41990 0.0 0.0 0.0
C 0.28789 0.47052 -5.41848 0.0 0.0 0.0
C -1.04566 0.60283 -5.06466 0.0 0.0 0.0
C -1.39413 0.55670 -3.72952 0.0 0.0 0.0
N -0.47643 0.37838 -2.76755 -0.1 0.0 0.0
C 0.81513 0.27009 -3.10927 0.0 0.0 0.0
H 6.52608 -1.09529 -4.08112 0.0 0.0 0.0
H 4.87328 -1.70970 -4.12319 0.0 0.0 0.0
H 5.44494 -0.78801 -2.71772 0.0 0.0 0.0
H 5.10901 0.30838 -5.56147 0.0 0.0 0.0
H 5.66188 1.25127 -4.17695 0.0 0.0 0.0
H 2.40325 2.22172 -3.31976 0.0 0.0 0.0
H 4.01759 2.75245 -3.69996 0.0 0.0 0.0
H 3.38470 0.82336 -1.39756 0.0 0.0 0.0
H 3.63906 2.55694 -1.22250 0.0 0.0 0.0
H 4.95934 1.52143 -1.77310 0.0 0.0 0.0
H 0.59948 0.46706 -6.45487 0.0 0.0 0.0
H -1.81472 0.73498 -5.81199 0.0 0.0 0.0
H -2.41879 0.65190 -3.39602 0.0 0.0 0.0
H 1.51149 0.13971 -2.29173 0.0 0.0 0.0
```
Positions in Å, forces in eV/Å.

Results
total charge = +1

***

Results for largest force on an atom: 1.4, 5.4, 0.8 (in eV/Å, following the order of the records).
Results for energy: -99718.126, -65469.268, -72381.691 (in eV, following the order of the records).